C44H42IrN7O3PS | ωB97M-V/def2-TZVPD

Output
HOMO (eV): -10.5
Total charge: +1
Orbital gap (eV): 7.271
ΔE to the lowest compared entry with this formula, charge and spin (kJ/mol): 5.9

Element x y z (Å)
Ir (-0.3356, -0.7075, -0.3165)
C (-1.7162, 0.5238, 3.5797)
C (-0.5757, 0.7265, 4.3552)
C (0.6478, 0.5528, 3.7652)
C (0.7561, 0.1640, 2.4162)
N (-0.3597, -0.0395, 1.6734)
C (-1.5603, 0.1501, 2.2708)
N (2.0503, 0.0266, 1.9792)
C (2.4161, -0.4248, 0.8295)
N (1.6575, -0.8249, -0.2259)
C (2.4646, -1.2223, -1.2629)
N (2.1483, -1.5756, -2.4499)
C (0.8818, -1.5849, -2.9898)
C (0.8510, -1.9066, -4.3551)
C (-0.3347, -1.9656, -5.0406)
C (-1.5092, -1.7045, -4.3436)
C (-1.4274, -1.3920, -3.0117)
N (-0.2666, -1.3200, -2.3236)
C (3.8676, -1.1316, -0.8069)
C (5.0556, -1.4433, -1.4346)
C (6.2271, -1.2197, -0.7170)
C (6.1974, -0.6967, 0.5744)
C (4.9936, -0.3837, 1.1978)
C (3.8384, -0.6167, 0.4787)
H (-2.7121, 0.6489, 3.9797)
H (-0.6514, 1.0173, 5.3946)
H (1.5749, 0.6931, 4.3005)
H (-2.4168, -0.0272, 1.6496)
H (1.8029, -2.1006, -4.8257)
H (-0.3519, -2.2074, -6.0948)
H (-2.4785, -1.7444, -4.8185)
H (-2.3127, -1.1848, -2.4364)
H (5.0675, -1.8433, -2.4392)
H (7.1819, -1.4539, -1.1688)
H (7.1292, -0.5290, 1.0979)
H (4.9556, 0.0248, 2.1987)
C (-2.5185, 5.4126, 0.9559)
C (-2.1955, 4.3358, 1.9839)
C (-0.7981, 3.7586, 1.8111)
N (-0.7296, 3.0107, 0.5514)
C (0.3225, 2.6520, -0.1303)
S (0.1636, 1.4864, -1.4050)
N (1.5631, 3.1669, 0.1161)
C (1.9813, 4.4717, 0.4899)
O (3.0052, 4.5939, 1.1081)
C (1.1784, 5.6211, -0.0086)
C (1.2678, 6.8210, 0.6947)
C (0.5835, 7.9360, 0.2449)
C (-0.1719, 7.8625, -0.9198)
C (-0.2431, 6.6753, -1.6338)
C (0.4276, 5.5505, -1.1786)
H (-3.5444, 5.7618, 1.0688)
H (-2.4063, 5.0344, -0.0613)
H (-1.8539, 6.2719, 1.0669)
H (-2.9252, 3.5230, 1.9224)
H (-2.2610, 4.7447, 2.9941)
H (-0.5571, 3.0726, 2.6251)
H (-0.0653, 4.5602, 1.8153)
H (-1.5768, 2.4704, 0.3009)
H (2.3277, 2.5356, -0.0787)
H (1.8789, 6.8614, 1.5869)
H (0.6449, 8.8657, 0.7946)
H (-0.6955, 8.7388, -1.2787)
H (-0.8178, 6.6245, -2.5488)
H (0.3891, 4.6372, -1.7592)
C (-2.2332, -2.9426, 1.5371)
P (-0.8330, -2.8886, 0.3743)
C (0.3606, -3.9817, 1.2038)
C (1.6151, -3.5687, 1.6314)
C (2.4611, -4.4469, 2.2977)
C (2.0569, -5.7477, 2.5416)
C (0.8011, -6.1723, 2.1210)
C (-0.0406, -5.2982, 1.4584)
C (-1.4044, -3.8772, -1.0358)
C (-0.5267, -4.6978, -1.7395)
C (-0.9774, -5.4251, -2.8310)
C (-2.3070, -5.3454, -3.2208)
C (-3.1859, -4.5270, -2.5250)
C (-2.7361, -3.7885, -1.4414)
H (-2.5860, -3.9685, 1.6281)
H (-3.0406, -2.3048, 1.1844)
H (-1.8947, -2.5955, 2.5134)
H (1.9414, -2.5582, 1.4600)
H (3.4346, -4.1051, 2.6239)
H (2.7146, -6.4342, 3.0581)
H (0.4799, -7.1884, 2.3081)
H (-1.0097, -5.6487, 1.1241)
H (0.5125, -4.7688, -1.4406)
H (-0.2900, -6.0634, -3.3702)
H (-2.6596, -5.9271, -4.0623)
H (-4.2229, -4.4619, -2.8279)
H (-3.4226, -3.1426, -0.9082)
C (-4.6265, 0.1058, -0.9911)
C (-3.2225, 0.4270, -0.5345)
O (-2.9182, 1.5667, -0.1998)
O (-2.4428, -0.6099, -0.4827)
H (-5.1521, 1.0171, -1.2611)
H (-5.1606, -0.3783, -0.1708)
H (-4.6141, -0.5884, -1.8308)

Here are the Mulliken charges for atoms 1 to 6, given in e:
1. Ir 1.01
2. C -1.03
3. C -0.92
4. C -0.64
5. C 0.56
6. N 0.92